1.
The following is a quantum chemistry calculation of the molecule C3H4P2, from the OMol25 dataset.

Properties
- multiplicity = 1
- net charge = 0
- energy relative to the best compared isomer or geometry (same formula, charge and spin) (eV) = 0.433
- HOMO (eV) = -8.48
- calculated total energy (eV) = -21750.7927

CARTESIAN COORDINATES (ANGSTROEM)
C: -0.86 0.82 0.99
C: 0.25 0.53 0.30
C: 0.11 -0.48 -0.76
P: 1.32 -0.57 -2.17
P: 1.44 -1.91 -0.70
H: -0.89 1.46 1.75
H: -1.77 0.16 0.91
H: 1.25 0.89 0.42
H: -0.84 -0.90 -0.75



2.
The following is a quantum chemistry calculation of a 7-piece molecular cluster, C25H57N7O8 overall, from the OMol25 dataset.

Properties
- multiplicity = 1
- net charge = 0
- energy relative to the best compared isomer or geometry (same formula, charge and spin) (eV) = 0.000
- HOMO (eV) = -8.73
- calculated total energy (eV) = -53660.1407
- structure (SMILES) = NCCCCCCOC=O.CN(C)C=O.CN(C)C=O.CN(C)C=O.CN(C)C=O.CN(C)C=O.CN(C)C=O

CARTESIAN COORDINATES (ANGSTROEM)
N: -6.44 0.03 -1.56
C: -5.05 0.38 -1.22
C: -4.07 0.16 -2.35
C: -2.61 0.45 -1.97
C: -1.71 0.29 -3.19
C: -0.24 0.05 -2.84
C: 0.71 1.27 -2.93
O: 0.02 2.49 -3.25
C: 0.62 3.26 -4.17
O: 1.81 3.53 -4.20
H: -6.73 0.63 -2.32
H: -6.46 -0.90 -1.94
H: -4.76 -0.20 -0.34
H: -5.03 1.42 -0.90
H: -4.32 0.82 -3.19
H: -4.12 -0.86 -2.74
H: -2.55 1.48 -1.62
H: -2.30 -0.25 -1.20
H: -1.86 1.13 -3.87
H: -2.05 -0.60 -3.72
H: 0.15 -0.72 -3.50
H: -0.18 -0.36 -1.83
H: 1.51 1.06 -3.63
H: 1.19 1.40 -1.97
H: -0.07 3.67 -4.93
C: -0.22 4.50 0.42
N: -1.62 4.28 0.67
C: -2.48 5.41 0.98
C: -2.17 3.05 0.64
O: -3.34 2.81 0.84
H: 0.25 4.96 1.29
H: -0.08 5.16 -0.44
H: 0.28 3.55 0.21
H: -2.92 5.28 1.96
H: -3.28 5.48 0.24
H: -1.89 6.32 0.96
H: -1.43 2.26 0.41
C: 0.22 -5.88 -3.56
N: -0.51 -4.63 -3.67
C: -0.50 -3.89 -4.92
C: -1.20 -4.13 -2.64
O: -1.81 -3.07 -2.66
H: 1.28 -5.72 -3.76
H: -0.17 -6.61 -4.28
H: 0.12 -6.28 -2.55
H: -0.08 -2.90 -4.77
H: -1.51 -3.77 -5.30
H: 0.10 -4.43 -5.65
H: -1.16 -4.77 -1.74
C: -3.67 1.62 6.21
N: -3.28 2.35 5.02
C: -3.73 1.89 3.72
C: -2.51 3.45 5.09
O: -2.15 4.10 4.13
H: -3.30 0.59 6.16
H: -4.76 1.60 6.30
H: -3.26 2.09 7.10
H: -2.87 1.67 3.09
H: -4.32 2.66 3.22
H: -4.33 0.99 3.84
H: -2.23 3.72 6.12
C: 4.69 4.53 -1.81
N: 4.78 3.29 -1.07
C: 5.89 3.07 -0.16
C: 3.86 2.32 -1.21
O: 3.87 1.25 -0.62
H: 5.57 4.66 -2.44
H: 4.63 5.38 -1.12
H: 3.80 4.53 -2.44
H: 6.46 2.19 -0.47
H: 5.52 2.90 0.85
H: 6.54 3.94 -0.17
H: 3.06 2.59 -1.91
C: 3.76 0.43 2.52
N: 4.14 -0.85 3.10
C: 3.64 -2.07 2.49
C: 4.94 -0.96 4.17
O: 5.27 -2.01 4.68
H: 2.68 0.54 2.55
H: 4.09 0.48 1.48
H: 4.22 1.24 3.09
H: 3.05 -2.64 3.21
H: 4.47 -2.70 2.16
H: 3.02 -1.81 1.63
H: 5.27 0.02 4.57
C: 1.69 -5.32 2.52
N: 1.06 -6.13 1.50
C: -0.11 -6.93 1.84
C: 1.51 -6.17 0.24
O: 1.02 -6.84 -0.66
H: 2.04 -5.95 3.34
H: 0.98 -4.59 2.91
H: 2.54 -4.79 2.10
H: 0.09 -7.99 1.66
H: -0.96 -6.63 1.24
H: -0.34 -6.79 2.89
H: 2.39 -5.53 0.07



3.
The following is a quantum chemistry calculation of the molecule C5H7NO, from the OMol25 dataset.

Properties
- multiplicity = 1
- net charge = 0
- energy relative to the best compared isomer or geometry (same formula, charge and spin) (eV) = 0.654
- HOMO (eV) = -9.27
- calculated total energy (eV) = -8835.5484
- structure (SMILES) = [H]/N=C1/C=C(C)CO1

CARTESIAN COORDINATES (ANGSTROEM)
H: -3.35 0.12 -1.21
N: -2.57 0.77 -1.28
C: -1.58 0.32 -0.64
C: -0.24 0.92 -0.52
C: 0.56 0.09 0.15
C: 1.99 0.29 0.54
C: -0.23 -1.15 0.48
O: -1.57 -0.86 0.06
H: 0.00 1.89 -0.93
H: 2.15 0.02 1.58
H: 2.66 -0.32 -0.07
H: 2.27 1.34 0.40
H: -0.23 -1.41 1.54
H: 0.12 -2.02 -0.10



4.
The following is a quantum chemistry calculation of C25H22DyNO5 as an isolated structure, from the OMol25 dataset.

Properties
- ⟨S²⟩ = 9.37
- multiplicity = 6
- net charge = 0
- HOMO (alpha / beta) (eV) = -8.43 / -8.45
- calculated total energy (eV) = -62086.2741

CARTESIAN COORDINATES (ANGSTROEM)
C: 1.63 -0.95 1.39
C: 2.04 -1.00 -0.01
C: 2.29 0.34 -0.43
H: 2.11 -1.89 -0.65
C: 2.02 1.21 0.69
C: 1.61 0.40 1.80
H: 1.33 0.77 2.80
H: 1.37 -1.81 2.01
H: 2.54 0.65 -1.46
H: 2.04 2.31 0.65
C: -2.03 -0.85 -0.89
C: -1.49 -1.82 0.02
C: -1.53 -1.28 1.34
H: -1.06 -2.78 -0.28
C: -2.12 0.02 1.28
C: -2.44 0.29 -0.11
H: -2.80 1.24 -0.52
H: -2.06 -0.93 -1.98
H: -1.18 -1.79 2.25
H: -2.30 0.70 2.13
Dy: -0.07 0.18 0.04
O: -0.20 3.61 -1.72
C: 0.70 3.73 -2.86
C: 0.43 4.92 -1.97
H: 1.66 3.20 -2.74
H: 0.23 3.72 -3.85
H: 1.22 5.17 -1.24
H: 1.08 7.51 -1.95
C: 0.08 7.35 -2.35
C: -0.41 6.03 -2.41
C: -1.71 5.81 -2.91
H: -2.11 4.79 -2.93
C: -2.48 6.88 -3.34
H: -3.49 6.70 -3.71
C: -1.98 8.19 -3.28
H: -2.59 9.02 -3.62
C: -0.70 8.41 -2.78
H: -0.30 9.42 -2.73
O: 2.75 -3.65 0.58
C: 1.54 -3.77 0.73
O: 0.63 -2.92 0.49
C: 1.05 -5.03 1.40
C: -0.29 -5.17 1.85
C: -0.68 -6.23 2.63
C: 0.25 -7.22 3.01
C: 1.59 -7.11 2.57
C: 1.97 -6.03 1.79
N: -0.14 -8.31 3.87
O: -1.35 -8.36 4.27
O: 0.73 -9.17 4.21
H: -1.02 -4.40 1.59
H: -1.71 -6.30 2.97
H: 2.32 -7.86 2.86
H: 3.02 -5.96 1.49



5.
The following is a quantum chemistry calculation of a 4-piece molecular cluster, C4H15NO3 overall, from the OMol25 dataset.

Properties
- multiplicity = 1
- net charge = 0
- energy relative to the best compared isomer or geometry (same formula, charge and spin) (eV) = 7.468
- HOMO (eV) = -9.62
- calculated total energy (eV) = -12016.7498

CARTESIAN COORDINATES (ANGSTROEM)
C: -0.82 -0.52 -0.71
N: -0.03 0.38 -1.42
C: -0.46 1.64 2.04
O: 0.12 0.39 2.09
C: -0.50 -2.01 -1.01
C: 0.88 -2.49 -0.58
H: -1.84 -0.30 -0.93
H: -0.68 -0.34 0.40
H: 1.01 0.38 -1.02
H: -0.60 2.06 3.04
H: -1.43 1.56 1.50
H: 0.13 2.30 1.43
H: -1.23 -2.58 -0.50
H: -0.61 -2.14 -2.09
H: 1.02 -3.52 -0.82
H: 1.05 -2.32 0.49
H: 1.66 -1.91 -1.05
H: 2.49 1.33 0.28
H: 0.89 0.52 1.46
O: 1.82 0.61 0.28
H: -1.14 3.18 -1.03
H: -0.45 1.38 -1.34
O: -1.28 2.38 -0.51



6.
The following is a quantum chemistry calculation of C4H5NiO as an isolated structure, from the OMol25 dataset.

Properties
- ⟨S²⟩ = 3.77
- multiplicity = 4
- net charge = +2
- HOMO (alpha / beta) (eV) = -19.31 / -19.46
- calculated total energy (eV) = -47291.6620

CARTESIAN COORDINATES (ANGSTROEM)
C: 0.75 -1.81 1.19
C: -0.02 -1.28 0.25
C: -0.05 -0.38 -0.79
C: -1.39 0.28 -0.71
O: -1.11 1.56 -0.55
Ni: -0.42 2.78 0.49
H: 0.54 -2.81 1.58
H: 1.66 -1.31 1.52
H: 0.83 0.02 -1.29
H: -2.03 0.03 -1.56
H: -1.56 -0.65 0.36



7.
The following is a quantum chemistry calculation of the molecule C16H22N2O7, from the OMol25 dataset.

Properties
- multiplicity = 1
- net charge = 0
- energy relative to the best compared isomer or geometry (same formula, charge and spin) (eV) = 0.000
- HOMO (eV) = -8.44
- calculated total energy (eV) = -34263.4643
- structure (SMILES) = CCOC(=O)C1=C(C)NC(C)=C(C(=O)OCC)C1C(=O)OCC(N)=O

CARTESIAN COORDINATES (ANGSTROEM)
C: 4.96 2.40 -0.33
C: 4.97 0.94 -0.77
O: 3.95 0.19 -0.12
C: 2.71 0.29 -0.64
O: 2.47 0.91 -1.66
C: 1.68 -0.43 0.11
C: 1.86 -1.22 1.18
C: 3.17 -1.50 1.85
N: 0.78 -1.88 1.72
C: -0.43 -2.02 1.07
C: -1.32 -3.07 1.64
C: -0.68 -1.26 -0.02
C: -1.93 -1.32 -0.79
O: -3.01 -1.62 -0.33
O: -1.75 -0.97 -2.07
C: -2.91 -0.86 -2.89
C: -3.53 0.52 -2.78
C: 0.28 -0.15 -0.38
C: -0.25 1.12 0.29
O: 0.39 1.82 1.03
O: -1.54 1.31 -0.02
C: -2.21 2.41 0.58
C: -3.41 2.01 1.44
N: -3.76 0.72 1.40
O: -3.99 2.84 2.10
H: 5.08 2.46 0.75
H: 5.77 2.93 -0.81
H: 4.02 2.86 -0.61
H: 4.82 0.88 -1.86
H: 5.90 0.45 -0.49
H: 3.59 -0.57 2.23
H: 3.88 -1.91 1.14
H: 3.05 -2.20 2.68
H: 0.94 -2.49 2.51
H: -2.26 -3.11 1.08
H: -0.83 -4.04 1.60
H: -1.55 -2.84 2.68
H: -3.63 -1.63 -2.59
H: -2.55 -1.06 -3.91
H: -2.79 1.28 -3.02
H: -3.90 0.69 -1.77
H: -4.36 0.60 -3.48
H: 0.29 0.03 -1.46
H: -2.57 3.07 -0.22
H: -1.51 2.98 1.20
H: -4.57 0.43 1.93
H: -3.33 0.03 0.80



8.
The following is a quantum chemistry calculation of the molecule C6H8N2O, from the OMol25 dataset.

Properties
- multiplicity = 1
- net charge = 0
- energy relative to the best compared isomer or geometry (same formula, charge and spin) (eV) = 6.139
- HOMO (alpha / beta) (eV) = -8.01 / -7.62
- calculated total energy (eV) = -11373.2077

CARTESIAN COORDINATES (ANGSTROEM)
C: 1.00 -0.07 -0.65
C: -0.49 -0.53 -0.62
C: 1.52 -0.26 0.65
C: -0.70 0.51 0.83
C: -0.89 -1.80 -0.20
C: -1.09 1.76 0.60
O: -1.18 -0.03 -1.70
N: 1.35 0.66 -1.63
N: 2.14 -1.07 1.33
H: -0.53 0.52 -2.20
H: 2.21 1.19 -1.48
H: 2.26 -0.88 2.33
H: -0.87 -0.03 1.75
H: -0.41 -2.28 0.64
H: -1.77 -2.24 -0.64
H: -0.91 2.24 -0.36
H: -1.63 2.32 1.35



Question: What is the multiplicity in the second record?
Answer: 1